Entry 1:
Below is 2 unconnected molecules or ions with the total composition BrH4N2OP at a distorted geometry, with properties calculated with ωB97M-V/def2-TZVPD.

Summary:
- HOMO energy: -0.387 hartree
- LUMO: 0.216 eV
- Frontier orbital gap: 0.39522 hartree

Last columns: bonded neighbours and bond lengths (Å).
Atoms and positions in Å:
1 N -2.300 -0.116 -0.452  P4 1.545, H6 1.010
2 N -0.511 -2.041 -0.266  P4 1.632, H7 1.006, H8 1.003
3 O 0.350 0.390 0.121  P4 1.462
4 P -0.817 -0.440 -0.170  N1 1.545, N2 1.632, O3 1.462
5 Br 3.766 3.734 0.887  H9 1.407
6 H -2.467 0.880 -0.417  N1 1.010
7 H 0.387 -2.412 -0.003  N2 1.006
8 H -1.299 -2.657 -0.339  N2 1.003
9 H 2.890 2.662 0.639  Br5 1.407

Entry 2:
Below is 13 unconnected molecules or ions with the total composition C57H98N13O at a distorted geometry, with properties calculated with ωB97M-V/def2-TZVPD.

Summary:
- HOMO energy: -0.052 hartree
- LUMO: 1.347 eV
- Frontier orbital gap: 0.10100 hartree
- Charge: -1

Last columns: bonded neighbours and bond lengths (Å).
Atoms and positions in Å:
1 C 2.230 -0.126 -1.240  C2 1.488, H12 1.090, H13 1.090, H14 1.090
2 C 1.420 0.019 0.001  C1 1.488, C3 1.623, N7 1.495, C11 1.519
3 C 0.265 1.057 -0.471  C2 1.623, C4 1.519, H15 1.090, H16 1.090
4 C -0.851 1.207 0.548  C3 1.519, C5 1.553, H17 1.090, H18 1.090
5 C -1.494 -0.189 0.772  C4 1.553, C6 1.579, H19 1.090, H20 1.090
6 C -0.520 -1.323 1.280  C5 1.579, N7 1.558, C9 1.567, C10 1.607
7 N 0.740 -1.262 0.364  C2 1.495, C6 1.558, O8 1.485
8 O 1.634 -2.409 0.666  N7 1.485
9 C -1.278 -2.677 1.059  C6 1.567, H21 1.090, H22 1.090, H23 1.090
10 C -0.054 -1.078 2.799  C6 1.607, H24 1.090, H25 1.090, H26 1.090
11 C 2.167 0.754 1.101  C2 1.519, H27 1.090, H28 1.090, H29 1.090
12 H 3.010 -0.886 -1.194  C1 1.090
13 H 2.824 0.778 -1.379  C1 1.090
14 H 1.621 -0.264 -2.133  C1 1.090
15 H -0.144 0.943 -1.475  C3 1.090
16 H 0.636 2.081 -0.521  C3 1.090
17 H -1.523 1.949 0.118  C4 1.090
18 H -0.518 1.701 1.461  C4 1.090
19 H -2.024 -0.369 -0.163  C5 1.090
20 H -2.231 -0.082 1.568  C5 1.090
21 H -0.525 -3.458 1.162  C9 1.090
22 H -1.763 -2.834 0.096  C9 1.090
23 H -1.851 -2.899 1.959  C9 1.090
24 H 0.655 -1.858 3.077  C10 1.090
25 H -0.832 -1.113 3.561  C10 1.090
26 H 0.403 -0.107 2.984  C10 1.090
27 H 1.540 1.244 1.846  C11 1.090
28 H 2.714 1.534 0.573  C11 1.090
29 H 2.819 0.079 1.655  C11 1.090
30 C -3.403 7.914 -4.440  C31 1.484, H35 1.090, H36 1.090, H37 1.090
31 C -3.299 9.108 -5.316  C30 1.484, C32 1.527, H38 1.090, H39 1.090
32 C -4.585 9.882 -5.597  C31 1.527, C33 1.487, H40 1.090, H41 1.090
33 C -4.353 11.164 -6.312  C32 1.487, N34 1.165
34 N -4.167 12.162 -6.885  C33 1.165
35 H -3.857 7.118 -5.031  C30 1.090
36 H -4.038 8.175 -3.594  C30 1.090
37 H -2.415 7.590 -4.113  C30 1.090
38 H -2.893 8.779 -6.273  C31 1.090
39 H -2.591 9.811 -4.877  C31 1.090
40 H -5.054 10.103 -4.638  C32 1.090
41 H -5.376 9.283 -6.049  C32 1.090
42 C -1.904 -9.713 1.333  C43 1.544, H47 1.090, H48 1.090, H49 1.090
43 C -1.987 -10.207 -0.127  C42 1.544, C44 1.535, H50 1.090, H51 1.090
44 C -1.239 -9.328 -1.139  C43 1.535, C45 1.461, H52 1.090, H53 1.090
45 C 0.161 -9.032 -0.842  C44 1.461, N46 1.143
46 N 1.250 -8.805 -0.580  C45 1.143
47 H -2.687 -10.040 2.016  C42 1.090
48 H -2.012 -8.640 1.494  C42 1.090
49 H -0.930 -9.912 1.780  C42 1.090
50 H -2.984 -10.300 -0.556  C43 1.090
51 H -1.534 -11.190 -0.256  C43 1.090
52 H -1.659 -8.324 -1.203  C44 1.090
53 H -1.201 -9.776 -2.132  C44 1.090
54 C 6.046 -7.576 -6.300  C55 1.512, H59 1.090, H60 1.090, H61 1.090
55 C 5.615 -6.188 -6.713  C54 1.512, C56 1.602, H62 1.090, H63 1.090
56 C 6.048 -4.998 -5.731  C55 1.602, C57 1.511, H64 1.090, H65 1.090
57 C 6.305 -5.334 -4.281  C56 1.511, N58 1.158
58 N 6.485 -5.619 -3.173  C57 1.158
59 H 5.670 -8.232 -7.086  C54 1.090
60 H 5.847 -7.882 -5.273  C54 1.090
61 H 7.116 -7.678 -6.485  C54 1.090
62 H 4.525 -6.205 -6.702  C55 1.090
63 H 6.023 -6.055 -7.715  C55 1.090
64 H 5.239 -4.274 -5.637  C56 1.090
65 H 6.908 -4.393 -6.018  C56 1.090
66 C -0.473 -4.682 9.568  C67 1.567, H71 1.090, H72 1.090, H73 1.090
67 C -1.723 -5.491 9.078  C66 1.567, C68 1.544, H74 1.090, H75 1.090
68 C -1.418 -6.679 8.141  C67 1.544, C69 1.475, H76 1.090, H77 1.090
69 C -0.339 -6.513 7.150  C68 1.475, N70 1.161
70 N 0.531 -6.387 6.392  C69 1.161
71 H 0.310 -5.338 9.949  C66 1.090
72 H -0.810 -4.044 10.385  C66 1.090
73 H -0.020 -4.089 8.774  C66 1.090
74 H -2.368 -4.759 8.593  C67 1.090
75 H -2.293 -5.889 9.917  C67 1.090
76 H -2.281 -6.962 7.539  C68 1.090
77 H -1.174 -7.601 8.671  C68 1.090
78 C 2.164 10.063 0.733  C79 1.493, H83 1.090, H84 1.090, H85 1.090
79 C 1.131 8.994 0.595  C78 1.493, C80 1.586, H86 1.090, H87 1.090
80 C 0.738 8.266 1.948  C79 1.586, C81 1.431, H88 1.090, H89 1.090
81 C 1.744 7.974 2.922  C80 1.431, N82 1.156
82 N 2.534 7.712 3.724  C81 1.156
83 H 3.178 9.740 0.968  C78 1.090
84 H 1.946 10.753 1.548  C78 1.090
85 H 2.172 10.606 -0.212  C78 1.090
86 H 1.457 8.248 -0.130  C79 1.090
87 H 0.219 9.368 0.129  C79 1.090
88 H 0.237 7.341 1.661  C80 1.090
89 H -0.020 8.844 2.477  C80 1.090
90 C -4.261 6.579 7.463  C91 1.558, H95 1.090, H96 1.090, H97 1.090
91 C -3.292 5.359 7.504  C90 1.558, C92 1.557, H98 1.090, H99 1.090
92 C -3.490 4.390 6.301  C91 1.557, C93 1.431, H100 1.090, H101 1.090
93 C -4.541 3.425 6.395  C92 1.431, N94 1.182
94 N -5.421 2.639 6.474  C93 1.182
95 H -3.919 7.172 6.615  C90 1.090
96 H -4.013 7.165 8.348  C90 1.090
97 H -5.323 6.335 7.433  C90 1.090
98 H -3.434 4.829 8.446  C91 1.090
99 H -2.255 5.693 7.460  C91 1.090
100 H -2.544 3.862 6.182  C92 1.090
101 H -3.616 4.946 5.373  C92 1.090
102 C -8.430 -5.494 1.579  C103 1.506, H107 1.090, H108 1.090, H109 1.090
103 C -7.721 -6.807 1.784  C102 1.506, C104 1.564, H110 1.090, H111 1.090
104 C -7.876 -7.803 0.587  C103 1.564, C105 1.430, H112 1.090, H113 1.090
105 C -9.147 -7.891 -0.063  C104 1.430, N106 1.193
106 N -10.245 -7.921 -0.530  C105 1.193
107 H -8.083 -5.011 0.666  C102 1.090
108 H -8.108 -4.821 2.373  C102 1.090
109 H -9.489 -5.738 1.661  C102 1.090
110 H -8.031 -7.267 2.722  C103 1.090
111 H -6.647 -6.661 1.903  C103 1.090
112 H -7.699 -8.773 1.052  C104 1.090
113 H -7.109 -7.654 -0.173  C104 1.090
114 C 3.264 1.711 8.305  C115 1.545, H119 1.090, H120 1.090, H121 1.090
115 C 4.497 2.201 7.514  C114 1.545, C116 1.538, H122 1.090, H123 1.090
116 C 5.501 1.039 7.444  C115 1.538, C117 1.526, H124 1.090, H125 1.090
117 C 5.022 -0.308 6.908  C116 1.526, N118 1.117
118 N 4.655 -1.277 6.489  C117 1.117
119 H 2.444 2.427 8.365  C114 1.090
120 H 3.464 1.455 9.345  C114 1.090
121 H 2.795 0.801 7.930  C114 1.090
122 H 4.956 2.989 8.111  C115 1.090
123 H 4.144 2.449 6.513  C115 1.090
124 H 5.903 0.800 8.429  C116 1.090
125 H 6.225 1.182 6.642  C116 1.090
126 C 11.153 -0.482 -2.648  C127 1.532, H131 1.090, H132 1.090, H133 1.090
127 C 9.976 0.230 -1.974  C126 1.532, C128 1.546, H134 1.090, H135 1.090
128 C 10.117 0.264 -0.435  C127 1.546, C129 1.476, H136 1.090, H137 1.090
129 C 9.557 -0.848 0.357  C128 1.476, N130 1.171
130 N 9.055 -1.692 0.996  C129 1.171
131 H 11.199 -0.392 -3.734  C126 1.090
132 H 11.122 -1.536 -2.374  C126 1.090
133 H 12.076 -0.115 -2.200  C126 1.090
134 H 9.017 -0.161 -2.316  C127 1.090
135 H 9.729 1.233 -2.320  C127 1.090
136 H 9.537 1.098 -0.039  C128 1.090
137 H 11.166 0.416 -0.181  C128 1.090
138 C 2.758 5.008 -5.969  C139 1.562, H143 1.090, H144 1.090, H145 1.090
139 C 3.550 5.685 -7.132  C138 1.562, C140 1.546, H146 1.090, H147 1.090
140 C 3.810 7.162 -6.758  C139 1.546, C141 1.472, H148 1.090, H149 1.090
141 C 4.382 7.493 -5.444  C140 1.472, N142 1.155
142 N 4.793 7.694 -4.382  C141 1.155
143 H 2.610 3.935 -6.084  C138 1.090
144 H 1.792 5.449 -5.723  C138 1.090
145 H 3.301 5.248 -5.054  C138 1.090
146 H 3.156 5.537 -8.137  C139 1.090
147 H 4.474 5.106 -7.128  C139 1.090
148 H 2.925 7.777 -6.922  C140 1.090
149 H 4.523 7.582 -7.467  C140 1.090
150 N -9.186 1.408 -5.257  C151 1.360, C154 1.411, H155 1.010
151 C -9.420 2.731 -5.467  N150 1.360, C152 1.351, H156 1.080
152 C -8.507 3.452 -4.780  C151 1.351, C153 1.396, H157 1.080
153 C -7.876 2.646 -3.831  C152 1.396, C154 1.440, H158 1.080
154 C -8.269 1.308 -4.189  N150 1.411, C153 1.440, H159 1.080
155 H -9.650 0.678 -5.779  N150 1.010
156 H -10.051 3.146 -6.239  C151 1.080
157 H -8.320 4.515 -4.826  C152 1.080
158 H -7.144 2.914 -3.083  C153 1.080
159 H -7.931 0.358 -3.802  C154 1.080
160 N -0.621 -4.064 -4.545  C161 1.365, C164 1.332, H165 1.010
161 C -0.318 -5.079 -5.405  N160 1.365, C162 1.419, H166 1.080
162 C -1.212 -4.942 -6.499  C161 1.419, C163 1.405, H167 1.080
163 C -1.901 -3.729 -6.337  C162 1.405, C164 1.410, H168 1.080
164 C -1.527 -3.240 -5.068  N160 1.332, C163 1.410, H169 1.080
165 H -0.269 -3.911 -3.610  N160 1.010
166 H 0.360 -5.874 -5.134  C161 1.080
167 H -1.305 -5.613 -7.340  C162 1.080
168 H -2.679 -3.330 -6.972  C163 1.080
169 H -1.702 -2.367 -4.456  C164 1.080

Entry 3:
Below is C13H19N3OS in the gas phase at a distorted geometry, with properties calculated with ωB97M-V/def2-TZVPD.

Summary:
- HOMO energy: -0.297 hartree
- LUMO: 0.177 eV
- Frontier orbital gap: 0.30387 hartree
- SMILES: Cc1cc(SCC(=O)N2CCCCC2)nc(C)n1

Last columns: bonded neighbours and bond lengths (Å).
Atoms and positions in Å:
1 C 1.065 4.376 -1.070  C2 1.616, H19 1.004, H20 1.239, H21 1.206
2 C 0.486 2.869 -1.007  C1 1.616, C3 1.264, N18 1.306
3 C 1.461 2.094 -1.224  C2 1.264, C4 1.493, H22 0.942
4 C 0.795 0.757 -1.225  C3 1.493, S5 1.812, N15 1.556
5 S 1.672 -0.783 -1.601  C4 1.812, C6 1.824
6 C 0.430 -2.094 -1.345  S5 1.824, C7 1.393, H23 1.194, H24 1.035
7 C -0.693 -1.899 -0.544  C6 1.393, O8 1.307, N9 1.499
8 O -1.990 -2.039 -0.634  C7 1.307
9 N -0.255 -1.758 0.882  C7 1.499, C10 1.276, C14 1.448
10 C 0.897 -1.528 1.381  N9 1.276, C11 1.718, H25 1.156, H26 1.275
11 C 1.009 -1.737 3.083  C10 1.718, C12 1.441, H27 1.031, H28 1.248
12 C 0.228 -0.718 3.736  C11 1.441, C13 1.596, H29 1.077, H30 0.929
13 C -1.041 -0.524 2.788  C12 1.596, C14 1.336, H31 1.222, H32 1.046
14 C -1.277 -1.460 1.864  N9 1.448, C13 1.336, H33 1.126, H34 1.094
15 N -0.719 0.529 -0.947  C4 1.556, C16 1.161
16 C -1.288 1.527 -0.780  N15 1.161, C17 1.432, N18 1.202
17 C -2.687 1.256 -0.643  C16 1.432, H35 1.184, H36 1.041, H37 0.940
18 N -0.783 2.617 -0.830  C2 1.306, C16 1.202
19 H 1.868 4.574 -0.501  C1 1.004
20 H 1.362 4.541 -2.262  C1 1.239
21 H 0.065 5.004 -0.828  C1 1.206
22 H 2.313 2.031 -1.619  C3 0.942
23 H 1.126 -3.064 -1.362  C6 1.194
24 H 0.027 -2.152 -2.296  C6 1.035
25 H 1.804 -2.099 0.948  C10 1.156
26 H 1.455 -0.386 1.284  C10 1.275
27 H 1.983 -1.679 3.417  C11 1.031
28 H 0.709 -2.945 2.988  C11 1.248
29 H -0.303 -1.380 4.398  C12 1.077
30 H 0.766 0.003 3.969  C12 0.929
31 H -0.674 0.475 2.187  C13 1.222
32 H -1.694 -0.065 3.464  C13 1.046
33 H -1.694 -2.384 2.354  C14 1.126
34 H -2.102 -1.148 1.217  C14 1.094
35 H -3.040 1.629 0.424  C17 1.184
36 H -3.256 1.920 -1.208  C17 1.041
37 H -3.002 0.371 -0.642  C17 0.940